Entry 1:
DFT (ωB97M-V/def2-TZVPD) results for a structure of composition C3H5N3 at a distorted geometry.

Properties
Spin multiplicity: 1
Relative energy (zero: lowest compared OMol25 entry of this formula, charge and spin), eV: 4.7707
HOMO energy (alpha / beta), eV: -9.67 / -9.67
Frontier orbital gap (alpha / beta), Eh: 0.3374 / 0.3373

Geometry (Å):
N -1.606 1.567 -0.269
C -0.559 0.757 0.010
C -0.509 -0.722 0.052
N 0.783 -1.334 -0.125
C 1.786 -0.563 -0.194
N 0.113 1.716 0.455
H -2.421 1.133 0.205
H -0.888 -1.027 1.039
H -1.203 -1.064 -0.723
H 2.777 -0.991 -0.300
H 1.727 0.528 -0.152

=====

Entry 2:
DFT (ωB97M-V/def2-TZVPD) results for an isolated molecule of C4H5N3.

Properties
Spin multiplicity: 1
Relative energy (zero: lowest compared OMol25 entry of this formula, charge and spin), eV: 0.8573
SMILES string: Nc1cncnc1
HOMO energy, eV: -9.23
Frontier orbital gap, Eh: 0.3667

Geometry (Å):
N 1.816 0.243 0.920
C 0.585 0.149 0.228
C 0.233 -0.986 -0.514
N -1.012 -1.185 -0.940
C -1.879 -0.188 -0.748
N -1.565 1.040 -0.328
C -0.341 1.196 0.186
H 2.428 -0.499 0.598
H 1.687 0.109 1.918
H 1.016 -1.684 -0.838
H -2.930 -0.393 -0.982
H -0.039 2.198 0.501

=====

Entry 3:
DFT (ωB97M-V/def2-TZVPD) results for a structure of composition C30H43BrCl2NPRh at a distorted geometry.

Properties
Spin multiplicity: 5
<S²>: 6.03
Charge: -1
HOMO energy (alpha / beta), eV: -2.28 / -4.86
Frontier orbital gap (alpha / beta), Eh: 0.1733 / 0.2564

Geometry (Å):
P -1.309 0.092 -0.177
C -1.800 -1.698 -0.491
C -3.186 -2.018 -1.077
C -3.441 -3.534 -1.063
C -2.349 -4.291 -1.829
C -0.956 -3.957 -1.278
C -0.707 -2.442 -1.281
C -1.118 0.933 -1.843
C -2.164 0.679 -2.939
C -1.940 1.615 -4.138
C -0.521 1.460 -4.702
C 0.536 1.681 -3.612
C 0.305 0.754 -2.409
C -2.937 0.809 0.413
C -3.343 0.128 1.734
C -4.649 0.708 2.296
C -4.543 2.225 2.492
C -4.137 2.915 1.185
C -2.832 2.331 0.622
H -1.780 -2.112 0.531
H -3.248 -1.653 -2.108
H -3.974 -1.508 -0.512
H -4.428 -3.752 -1.491
H -3.462 -3.884 -0.021
H -2.529 -5.372 -1.781
H -2.393 -4.007 -2.891
H -0.874 -4.331 -0.248
H -0.182 -4.467 -1.865
H 0.282 -2.215 -0.864
H -0.707 -2.084 -2.319
H -1.197 1.994 -1.556
H -2.090 2.655 -3.814
H -3.179 0.807 -2.545
H -2.082 -0.360 -3.282
H -2.684 1.414 -4.918
H -0.364 2.157 -5.533
H -0.408 0.446 -5.112
H 1.542 1.524 -4.020
H 0.490 2.726 -3.271
H 1.043 0.951 -1.624
H 0.449 -0.287 -2.726
H -3.721 0.619 -0.334
H -3.450 -0.953 1.591
H -2.534 0.270 2.464
H -5.470 0.489 1.599
H -4.897 0.216 3.245
H -3.787 2.437 3.262
H -5.494 2.631 2.859
H -4.023 3.995 1.342
H -4.938 2.784 0.443
H -2.588 2.832 -0.321
H -2.006 2.539 1.316
Rh 2.727 0.316 1.931
Cl 2.019 2.330 1.088
Cl 1.931 -1.788 2.380
C 4.486 0.147 1.439
H 5.319 0.522 2.042
C 4.865 -0.371 0.134
C 6.137 -0.058 -0.389
C 6.515 -0.496 -1.654
C 5.636 -1.266 -2.419
C 4.378 -1.600 -1.908
C 3.995 -1.163 -0.646
H 6.818 0.544 0.208
H 7.496 -0.241 -2.044
H 3.699 -2.213 -2.495
H 3.033 -1.460 -0.235
H 5.932 -1.612 -3.405
Br 3.205 4.164 6.256
C 3.459 2.394 5.589
C 4.057 1.420 6.390
C 4.247 0.135 5.888
C 3.834 -0.158 4.588
N 3.241 0.797 3.814
C 3.057 2.062 4.291
H 4.378 1.659 7.397
H 4.716 -0.628 6.497
H 3.994 -1.151 4.193
H 2.603 2.818 3.670

=====

Entry 4:
DFT (ωB97M-V/def2-TZVPD) results for a structure of composition C4H8O2.

Properties
Spin multiplicity: 1
Relative energy (zero: lowest compared OMol25 entry of this formula, charge and spin), eV: 2.1191
HOMO energy, eV: -9.67
Frontier orbital gap, Eh: 0.3868

Geometry (Å):
O -1.226 0.010 1.929
C -0.933 0.540 0.655
C -0.103 -0.480 -0.099
C 0.252 -0.084 -1.541
O 1.607 0.175 -1.192
C 1.415 -0.385 0.115
H -1.825 0.621 2.374
H -0.376 1.482 0.729
H -1.852 0.739 0.081
H -0.541 -1.473 0.027
H 0.156 -0.896 -2.274
H -0.253 0.804 -1.938
H 1.931 -1.345 0.222
H 1.746 0.293 0.911

=====

Entry 5:
DFT (ωB97M-V/def2-TZVPD) results for the ion C2H3N2O2 with charge -1 at a distorted geometry.

Properties
Spin multiplicity: 1
Relative energy (zero: lowest compared OMol25 entry of this formula, charge and spin), eV: 3.1766
SMILES string: C=CN=[N+]([O-])[O-]
Charge: -1
HOMO energy, eV: -3.78
Frontier orbital gap, Eh: 0.2978

Geometry (Å):
C 0.418 -0.361 0.014
C -0.885 0.097 -0.096
N -2.148 -0.653 0.316
N -3.159 0.012 -0.010
O -4.238 -0.654 -0.084
O -3.228 1.242 -0.174
H 1.267 0.207 -0.329
H 0.854 -1.311 0.362
H -1.164 1.088 -0.643

=====

Entry 6:
DFT (ωB97M-V/def2-TZVPD) results for a structure of composition C37H33F6GeN6O5RuS3 at a distorted geometry.

Properties
Spin multiplicity: 6
<S²>: 8.81
Relative energy (zero: lowest compared OMol25 entry of this formula, charge and spin), eV: 2.7627
Charge: -2
HOMO energy (alpha / beta), eV: -1.73 / -2.46
Frontier orbital gap (alpha / beta), Eh: 0.2202 / 0.2017

Geometry (Å):
Ru 1.088 -1.188 -0.772
F 1.942 -3.057 2.976
C 0.905 -3.668 2.374
F 0.711 -4.802 3.064
F -0.150 -2.886 2.577
S 1.576 -4.033 0.609
O 2.208 -2.755 0.330
O 2.502 -5.076 0.940
N 0.542 -4.551 -0.420
S -0.795 -3.702 -0.721
O -0.944 -2.526 0.130
O -1.717 -4.118 -1.746
C -1.802 -4.880 0.536
F -3.120 -4.547 0.504
F -1.499 -4.910 1.861
F -1.745 -6.176 0.140
S 3.163 -0.623 -2.395
C 3.950 0.239 -1.088
N 5.203 0.575 -1.368
N 6.033 1.021 -0.402
C 6.160 0.688 0.919
C 5.509 -0.406 1.509
C 5.695 -0.677 2.846
C 6.537 0.102 3.628
C 7.215 1.162 3.044
C 7.038 1.450 1.707
N 3.362 0.603 0.031
N 2.115 0.245 0.290
C 1.624 0.686 1.485
C 0.354 0.238 1.891
C -0.179 0.640 3.093
C 0.538 1.489 3.930
C 1.794 1.937 3.540
C 2.340 1.551 2.336
H 6.749 1.634 -0.776
H 4.866 -1.039 0.920
H 5.169 -1.516 3.277
H 6.672 -0.122 4.677
H 7.888 1.766 3.640
H 7.569 2.282 1.258
H -0.177 -0.456 1.245
H -1.154 0.284 3.391
H 0.123 1.786 4.884
H 2.356 2.593 4.193
H 3.320 1.882 2.027
C -1.635 -0.460 -4.390
N -0.718 -1.462 -3.911
C 0.603 -1.307 -4.478
C -0.762 -1.595 -2.450
O 0.137 -2.600 -2.027
H -1.633 -0.473 -5.480
H -1.365 0.556 -4.058
H -2.640 -0.681 -4.034
H 0.526 -1.435 -5.561
H 1.253 -2.077 -4.067
H 1.045 -0.324 -4.267
H -1.785 -1.955 -2.233
C -0.428 -0.302 -1.716
Ge -1.859 0.736 -0.893
C -1.201 2.640 -0.806
C -1.020 3.300 0.404
C -0.625 4.627 0.459
C -0.374 5.327 -0.709
C -0.509 4.677 -1.925
C -0.906 3.351 -1.965
C -2.856 0.465 0.863
C -2.942 -0.795 1.432
C -3.681 -1.016 2.580
C -4.352 0.031 3.186
C -4.277 1.295 2.626
C -3.552 1.507 1.466
C -3.537 0.783 -2.031
C -4.348 -0.350 -2.030
C -5.474 -0.428 -2.830
C -5.817 0.631 -3.654
C -5.034 1.772 -3.653
C -3.910 1.844 -2.847
H -1.185 2.764 1.328
H -0.514 5.119 1.419
H -0.054 6.363 -0.672
H -0.303 5.211 -2.846
H -0.978 2.849 -2.920
H -2.408 -1.615 0.987
H -3.709 -2.006 3.007
H -4.931 -0.135 4.086
H -4.787 2.122 3.104
H -3.515 2.500 1.036
H -4.086 -1.187 -1.396
H -6.082 -1.322 -2.823
H -6.696 0.574 -4.283
H -5.299 2.606 -4.290
H -3.309 2.742 -2.848

=====

Entry 7:
DFT (ωB97M-V/def2-TZVPD) results for the ion C7H15N2O with charge +1 at a distorted geometry.

Properties
Spin multiplicity: 1
Relative energy (zero: lowest compared OMol25 entry of this formula, charge and spin), eV: 2.9318
SMILES string: CC(C)(C)[N@@H+]1C=CN[C@H]1O
Charge: +1
HOMO energy, eV: -13.45
Frontier orbital gap, Eh: 0.3947

Geometry (Å):
C -2.051 0.686 0.767
C -1.022 -0.136 0.029
C -1.099 0.271 -1.526
C -1.392 -1.629 0.157
N 0.433 0.032 0.667
C 0.982 1.377 0.923
C 2.039 1.559 0.156
N 2.564 0.408 -0.502
C 1.530 -0.669 -0.330
O 1.966 -1.809 0.313
H -2.041 0.474 1.846
H -1.999 1.860 0.669
H -2.975 0.464 0.301
H -0.365 -0.300 -2.056
H -0.856 1.307 -1.546
H -2.096 0.079 -1.754
H -0.884 -2.235 -0.589
H -0.993 -1.887 1.115
H -2.385 -1.948 0.345
H 0.629 -0.562 1.504
H 0.450 2.198 1.416
H 2.682 2.389 -0.027
H 3.139 0.386 -1.305
H 0.966 -0.864 -1.246
H 2.780 -1.451 0.674

=====

Entry 8:
DFT (ωB97M-V/def2-TZVPD) results for a structure of composition C22H24ClNO2PW at a distorted geometry.

Properties
Spin multiplicity: 3
<S²>: 2.05
Charge: +3
HOMO energy (alpha / beta), eV: -16.91 / -16.90
Frontier orbital gap (alpha / beta), Eh: 0.1810 / 0.1564

Geometry (Å):
W -0.048 1.426 0.527
Cl -1.832 1.195 1.888
C 1.731 0.720 0.949
O 2.831 0.331 1.153
P -0.779 -0.156 -1.151
C -0.369 1.302 -2.145
C 0.051 -1.533 -1.975
C -2.579 -0.431 -1.181
C -0.681 -2.610 -2.509
C -0.036 -3.561 -3.301
C 1.334 -3.449 -3.570
C 2.066 -2.397 -3.010
C 1.437 -1.453 -2.201
H -1.748 -2.685 -2.308
H -0.608 -4.387 -3.721
H 1.823 -4.168 -4.226
H 3.132 -2.305 -3.217
H 2.015 -0.644 -1.755
C 0.167 2.405 -1.368
C 0.278 3.692 -1.998
C 0.192 3.749 -3.384
C -0.104 2.609 -4.148
C -0.427 1.389 -3.530
H 1.108 2.148 -0.652
H 0.471 4.558 -1.363
H 0.372 4.696 -3.897
H -0.114 2.672 -5.235
H -0.706 0.527 -4.143
C -3.447 0.305 -2.002
C -4.827 0.103 -1.899
C -5.345 -0.798 -0.963
C -4.478 -1.512 -0.132
C -3.101 -1.346 -0.249
H -3.040 1.026 -2.715
H -5.504 0.654 -2.554
H -6.422 -0.950 -0.887
H -4.874 -2.209 0.603
H -2.420 -1.911 0.386
H 0.387 2.664 1.668
H -0.033 3.118 0.986
C 2.048 -0.751 6.761
N 2.791 -0.252 5.629
C 3.933 0.616 5.849
C 2.447 -0.655 4.380
O 1.599 -1.509 4.139
H 2.569 -0.441 7.670
H 1.976 -1.844 6.710
H 1.027 -0.346 6.762
H 4.800 0.248 5.281
H 3.732 1.649 5.522
H 4.175 0.618 6.916
H 3.028 -0.113 3.605

=====

Entry 9:
DFT (ωB97M-V/def2-TZVPD) results for an isolated molecule of CH3BrOS at a distorted geometry.

Properties
Spin multiplicity: 1
Relative energy (zero: lowest compared OMol25 entry of this formula, charge and spin), eV: 0.1237
HOMO energy, eV: -9.79
Frontier orbital gap, Eh: 0.3404

Geometry (Å):
C -0.053 -0.141 -0.114
O -1.720 -2.268 0.307
S -1.748 -1.045 -0.568
Br -3.222 0.461 0.295
H 0.701 -0.894 -0.450
H -0.115 -0.001 0.944
H -0.072 0.837 -0.600

=====

Entry 10:
DFT (ωB97M-V/def2-TZVPD) results for an isolated molecule of C9H15BO3 at a distorted geometry.

Properties
Spin multiplicity: 1
Relative energy (zero: lowest compared OMol25 entry of this formula, charge and spin), eV: 0.2644
SMILES string: C=C/C(=C\C=C(\O)B(O)O)C(C)C
HOMO energy, eV: -7.58
Frontier orbital gap, Eh: 0.2832

Geometry (Å):
C 1.202 -1.326 1.862
C 0.254 -0.509 1.450
C -0.437 -0.519 0.094
C 0.205 -0.915 -1.013
C 1.628 -1.194 -1.027
C 2.705 -0.559 -0.592
O 3.853 -1.321 -0.584
B 2.955 0.875 -0.088
O 4.214 1.171 0.550
O 2.045 1.845 -0.294
C -1.855 -0.037 0.042
C -1.932 1.053 -1.057
C -2.813 -1.229 -0.250
H 1.535 -2.179 1.264
H 1.626 -1.319 2.829
H -0.117 0.350 2.038
H -0.376 -0.996 -1.951
H 1.923 -2.140 -1.361
H 4.612 -0.680 -0.275
H 4.292 2.044 0.870
H 2.235 2.756 0.081
H -2.112 0.484 0.939
H -2.739 1.722 -0.916
H -2.338 0.629 -1.974
H -1.009 1.714 -1.318
H -2.545 -1.840 -1.198
H -3.736 -0.812 -0.542
H -3.032 -1.858 0.577

=====

| no. | calculated total energy (a.u.) |
| --- | --- |
| 1 | -281.41473 |
| 2 | -319.68070 |
| 3 | -5170.00499 |
| 4 | -307.63456 |
| 5 | -337.89265 |
| 6 | -6099.86671 |
| 7 | -460.16520 |
| 8 | -1925.38890 |
| 9 | -3087.30854 |
| 10 | -602.50649 |